{
  "formula": "C10H22ClN2",
  "method": "wB97M-V/def2-TZVPD",
  "elements": ["C", "C", "C", "C", "C", "C", "C", "C", "C", "C", "N", "N", "Cl", "H", "H", "H", "H", "H", "H", "H", "H", "H", "H", "H", "H", "H", "H", "H", "H", "H", "H", "H", "H", "H", "H"],
  "xyz": [[-0.336, 2.070, -1.675], [0.884, 1.468, -2.344], [-0.479, 1.808, -0.174], [0.864, -0.044, -2.086], [-0.897, 0.415, 0.289], [1.401, -0.633, -0.799], [1.504, -2.650, 0.685], [0.472, -2.916, -1.372], [-0.048, 1.005, 2.672], [-2.492, 0.828, 2.008], [1.263, -1.953, -0.612], [-1.104, 0.420, 1.711], [2.636, 0.230, 0.168], [-0.462, 3.223, -1.810], [-1.287, 1.822, -2.236], [0.674, 1.791, -3.370], [1.765, 1.869, -2.014], [0.514, 2.121, 0.299], [-1.264, 2.640, 0.170], [-0.083, -0.430, -2.035], [1.443, -0.708, -2.785], [-1.567, -0.145, -0.265], [2.431, -2.114, 1.118], [0.764, -2.693, 1.432], [1.859, -3.644, 0.336], [0.746, -3.817, -1.006], [-0.593, -2.882, -1.455], [0.756, -2.727, -2.393], [-0.088, 2.001, 2.658], [-0.355, 0.686, 3.781], [1.018, 0.735, 2.360], [-2.772, 0.649, 3.183], [-2.717, 1.867, 1.985], [-3.199, 0.253, 1.530], [-1.251, -0.545, 2.047]],
  "relative_energy_kcal_mol": 103.9,
  "e_homo_ev": [-10.00, -9.99],
  "spin_multiplicity": 1,
  "lumo_energy_ev": [-3.1, -3.1],
  "charge": 1,
  "fmax_ev_per_a": 5.9
}

{
  "formula": "C5H13N2",
  "method": "wB97M-V/def2-TZVPD",
  "elements": ["C", "C", "C", "N", "C", "C", "N", "H", "H", "H", "H", "H", "H", "H", "H", "H", "H", "H", "H", "H"],
  "xyz": [[-2.062, -0.982, -0.371], [-0.586, -0.681, -0.545], [0.387, -0.840, 0.554], [1.804, -1.231, 0.376], [0.142, 0.511, -0.028], [-0.471, 1.639, 0.824], [1.222, 0.964, -0.860], [-2.384, -0.836, 0.609], [-2.216, -2.115, -0.599], [-2.690, -0.546, -1.088], [-0.125, -0.989, -1.494], [-0.163, -0.840, 1.487], [1.935, -2.267, 0.291], [2.393, -0.715, 0.991], [0.293, 1.993, 1.493], [-1.495, 1.348, 1.162], [-0.681, 2.541, 0.259], [0.954, 1.239, -1.782], [1.924, 0.070, -0.769], [1.821, 1.736, -0.510]],
  "relative_energy_kcal_mol": 58.9,
  "e_homo_ev": -14.34,
  "spin_multiplicity": 1,
  "smiles": "C[C@@H]1[C@@H](N)[C@@]1(C)[NH3+]",
  "lumo_energy_ev": -3.2,
  "charge": 1,
  "fmax_ev_per_a": 3.9
}

{
  "formula": "C25H34Br2O5",
  "method": "wB97M-V/def2-TZVPD",
  "elements": ["C", "C", "C", "C", "C", "C", "C", "C", "Br", "C", "O", "C", "C", "C", "C", "C", "C", "C", "C", "Br", "C", "O", "C", "O", "H", "H", "H", "H", "H", "H", "H", "H", "H", "H", "H", "H", "H", "H", "H", "H", "H", "H", "H", "H", "H", "H", "C", "C", "C", "O", "H", "H", "H", "H", "H", "H", "C", "C", "C", "O", "H", "H", "H", "H", "H", "H"],
  "xyz": [[2.995, -2.712, 4.824], [2.856, -1.059, 4.633], [3.222, -0.541, 3.123], [2.085, 0.398, 2.409], [2.230, 0.689, 0.926], [3.473, 0.100, 0.000], [4.574, 1.233, -0.441], [5.396, 1.904, 0.842], [4.553, 3.685, 1.185], [1.107, 1.602, 0.087], [1.446, 2.484, -0.878], [-0.470, 1.363, 0.589], [-0.632, 1.064, 2.226], [-2.102, 0.766, 2.899], [-3.410, 0.770, 1.862], [-3.242, 1.076, 0.240], [-4.586, 1.027, -0.704], [-5.390, -0.395, -0.567], [-4.434, -1.721, -0.434], [-4.630, -2.601, 1.391], [-1.763, 1.386, -0.458], [-1.583, 1.665, -1.913], [0.749, 1.033, 3.170], [0.739, 1.528, 4.411], [3.249, -3.267, 3.815], [1.919, -3.115, 5.146], [3.722, -3.008, 5.704], [3.665, -0.592, 5.358], [1.782, -0.789, 5.011], [4.271, -0.024, 3.156], [3.332, -1.512, 2.439], [2.955, -0.270, -1.011], [3.973, -0.872, 0.456], [4.164, 2.070, -1.157], [5.412, 0.661, -1.069], [5.440, 1.184, 1.764], [6.509, 2.111, 0.477], [-2.225, 0.528, 4.061], [-4.479, 0.522, 2.318], [-5.286, 1.907, -0.345], [-4.274, 1.175, -1.836], [-6.075, -0.550, -1.530], [-6.040, -0.340, 0.426], [-4.865, -2.522, -1.208], [-3.309, -1.551, -0.727], [-0.669, 1.348, -2.204], [-7.877, 0.888, -3.877], [-8.339, 1.179, -2.475], [-9.661, 1.880, -2.311], [-7.662, 0.857, -1.499], [-6.907, 0.379, -3.842], [-8.596, 0.235, -4.377], [-7.761, 1.822, -4.432], [-10.460, 1.271, -2.742], [-9.625, 2.859, -2.796], [-9.866, 2.025, -1.245], [6.098, -3.002, -2.731], [6.893, -1.764, -2.415], [8.064, -1.444, -3.306], [6.597, -1.040, -1.465], [5.284, -3.106, -2.005], [5.666, -2.921, -3.732], [6.741, -3.884, -2.664], [7.719, -1.294, -4.332], [8.794, -2.256, -3.264], [8.543, -0.523, -2.958]],
  "e_homo_ev": -8.40,
  "spin_multiplicity": 1,
  "smiles": "CCCC1=C(CCCBr)C(=O)c2c(ccc(CCCBr)c2O)C1=O.CC(C)=O.CC(C)=O",
  "lumo_energy_ev": -1.2,
  "fmax_ev_per_a": 8.4
}

{
  "formula": "C4H6N2O",
  "method": "wB97M-V/def2-TZVPD",
  "elements": ["N", "C", "C", "C", "C", "O", "N", "H", "H", "H", "H", "H", "H"],
  "xyz": [[-2.198, 0.003, 0.041], [-0.892, 0.019, -0.471], [-0.191, 1.137, -0.894], [1.209, 1.009, -0.613], [1.192, -0.268, 0.096], [2.290, -1.084, 0.387], [-0.035, -0.977, -0.160], [-2.205, -0.654, 0.818], [-2.331, 0.915, 0.477], [-0.708, 2.049, -1.171], [0.981, 0.393, 0.918], [3.043, -0.479, 0.320], [-0.317, -1.835, 0.294]],
  "relative_energy_kcal_mol": 98.8,
  "e_homo_ev": -8.45,
  "spin_multiplicity": 1,
  "lumo_energy_ev": 0.5,
  "fmax_ev_per_a": 2.0
}